Arrangement A

C11H13NS | wB97M-V/def2-TZVPD

Geometry (Å):
C  -0.66907  -1.92873  -0.47832
C  3.46194  0.27338  -0.56800
C  3.58736  0.33744  0.79318
C  2.10357  0.15488  -1.00260
C  1.37291  -0.08096  0.11140
C  -1.25906  -0.81327  1.88403
C  -0.81990  -0.88725  0.45394
C  -1.84355  0.10541  0.77873
C  1.59937  0.18822  -2.48249
C  -1.52044  1.62257  0.84370
C  -3.22711  -0.32632  0.27180
N  -0.66987  -2.83290  -1.20039
S  2.12796  0.04058  1.64073
H  4.15471  0.26345  -1.34821
H  4.49264  0.31661  1.25702
H  -1.64918  -1.66426  2.22989
H  -0.51454  -0.36771  2.62199
H  1.08345  1.15127  -2.62140
H  2.42818  0.46914  -3.22452
H  1.15994  -0.77802  -2.75837
H  -2.14085  2.08858  1.60724
H  -1.77719  2.13442  -0.16352
H  -0.48095  1.95772  1.06712
H  -4.15918  0.01034  0.88733
H  -3.28812  -1.50162  0.14354
H  -3.55303  0.06701  -0.74380

Calculated values
LUMO energy	-0.284	eV
HOMO energy	-0.3223	Ha
spin multiplicity	1
orbital gap	8.485	eV

These are the Löwdin partial charges, in e, on atoms 1 to 6:
1. C -0.226
2. C -0.141
3. C -0.422
4. C -0.348
5. C -0.325
6. C -0.016

Arrangement B

C11H13NS | wB97M-V/def2-TZVPD

Geometry (Å):
C  2.03486  0.92466  -1.17835
C  2.07642  0.01648  -0.19169
C  3.47248  -0.20032  0.57595
C  1.03088  -0.98910  0.06397
C  0.30748  -1.58530  -0.88948
C  0.75914  -1.34540  1.47190
N  0.27914  -1.69571  2.45867
H  1.15154  0.92889  -1.79726
H  2.97242  1.55672  -1.35565
H  4.00315  -1.06038  0.16951
H  3.27477  -0.55821  1.57147
H  4.20599  0.67971  0.43178
H  -0.59060  -2.09195  -0.80302
H  0.73265  -1.52719  -1.85714
C  -1.27969  2.01386  0.22798
C  -2.07851  0.84016  0.02620
C  -2.50381  -0.00736  1.06439
C  -2.95948  -1.19156  0.61540
S  -3.04535  -1.27958  -1.13008
C  -2.40265  0.29084  -1.17987
H  -1.78945  2.86816  0.72429
H  -0.38526  1.77201  0.71786
H  -0.85344  2.41486  -0.72543
H  -2.45085  0.29487  2.06609
H  -3.62348  -1.85941  1.16749
H  -2.33833  0.79025  -2.24501

Calculated values
LUMO energy	0.122	eV
HOMO energy	-0.3203	Ha
spin multiplicity	1
orbital gap	8.837	eV
SMILES	C=C(C)C(=C)C#N.Cc1ccsc1

These are the Löwdin partial charges, in e, on atoms 1 to 6:
1. C 0.049
2. C -0.311
3. C -0.044
4. C -0.270
5. C 0.099
6. C -0.180

Of them, arrangement B has the highest stability.

Arrangement A

C5H10NS | wB97M-V/def2-TZVPD

Geometry (Å):
C  1.98490  0.75913  0.76038
C  1.53479  0.63694  -0.59833
C  0.39349  -0.17845  -0.11050
C  0.27167  -1.64608  0.17006
C  -1.99117  0.33195  -0.47131
N  -0.70838  0.69253  0.30586
S  3.14076  -0.09527  -0.19776
H  1.72726  0.83931  1.77488
H  1.39228  1.45035  -1.43369
H  1.27106  -2.19647  0.25996
H  -0.05314  -2.07215  -0.80286
H  -0.34621  -1.78260  0.93782
H  -1.77883  0.80494  -1.40198
H  -2.21367  -0.67340  -0.59068
H  -2.96351  0.86177  -0.12522
H  -1.11243  0.60080  1.18750
H  -0.54887  1.66672  0.33585

Calculated values
LUMO energy (alpha / beta)	-3.802 / -3.803	eV
HOMO energy (alpha / beta)	-0.4350 / -0.4350	Ha
spin multiplicity	1
net charge	+1
orbital gap (alpha / beta)	8.036 / 8.034	eV

These are the Löwdin partial charges, in e, on atoms 1 to 6:
1. C -0.346
2. C -0.559
3. C -0.295
4. C -0.027
5. C 0.045
6. N 0.063

Arrangement B

C5H10NS | wB97M-V/def2-TZVPD

Geometry (Å):
C  -1.87530  1.34338  -1.30769
C  -2.13363  0.12459  -1.69921
C  -0.03325  0.23776  -0.28861
C  1.39328  0.46071  -0.64904
C  0.74329  -1.31163  1.60025
N  0.04829  -0.02553  1.21582
S  -0.98694  -1.06488  -1.20905
H  -1.89872  2.26520  -0.85974
H  -3.01504  0.03578  -2.41046
H  2.10566  -0.44071  -0.74661
H  2.08103  1.08751  -0.00340
H  1.30685  0.85973  -1.63729
H  0.36810  -2.01663  0.88308
H  1.68851  -1.01713  1.28014
H  0.74491  -1.34931  2.71300
H  0.38987  0.77468  1.66341
H  -0.92692  0.03649  1.45542

Calculated values
LUMO energy (alpha / beta)	-4.751 / -4.757	eV
HOMO energy (alpha / beta)	-0.4729 / -0.4727	Ha
spin multiplicity	1
net charge	+1
orbital gap (alpha / beta)	8.116 / 8.105	eV

These are the Löwdin partial charges, in e, on atoms 1 to 6:
1. C 0.166
2. C -0.492
3. C -0.521
4. C -0.139
5. C 0.040
6. N -0.042

Of them, arrangement A has the highest stability.

Arrangement A

CH9N2O | wB97M-V/def2-TZVPD

Geometry (Å):
N  -0.16996  0.86581  2.01842
H  -0.49692  0.44055  1.04766
H  0.03502  0.11839  2.67428
H  0.64226  1.47046  1.97290
H  -0.93406  1.41811  2.40943
N  1.31273  -0.39678  -1.02304
C  -0.05743  -0.49902  -1.33892
O  -0.97846  -0.18973  -0.21295
H  1.63379  0.54543  -0.83740
H  1.63210  -1.06636  -0.33840
H  -0.32157  0.21020  -2.11000
H  -0.29931  -1.50595  -1.64952
H  -1.61704  -0.90609  -0.11625

Calculated values
LUMO energy	-3.757	eV
HOMO energy	-0.5215	Ha
spin multiplicity	1
net charge	+1
orbital gap	10.434	eV

These are the Löwdin partial charges, in e, on atoms 1 to 6:
1. N 0.269
2. H 0.078
3. H 0.141
4. H 0.138
5. H 0.146
6. N 0.047

Arrangement B

CH9N2O | wB97M-V/def2-TZVPD

Geometry (Å):
O  0.54495  -1.23813  1.91574
H  0.28760  -2.05760  2.36571
H  -0.57549  -1.04575  -0.81516
H  1.33499  -0.98753  2.42563
N  -0.97783  -0.33153  -0.21271
C  -0.22700  0.99655  -0.54075
N  0.75263  0.77687  -1.50342
H  -0.77863  -0.58593  0.76978
H  -1.97570  -0.20787  -0.36140
H  0.13090  1.36563  0.40800
H  -0.98093  1.68695  -0.89069
H  0.82923  1.23391  -2.39000
H  1.63528  0.39443  -1.17074

Calculated values
LUMO energy	-3.227	eV
HOMO energy	-0.5315	Ha
spin multiplicity	1
net charge	+1
orbital gap	11.237	eV

These are the Löwdin partial charges, in e, on atoms 1 to 6:
1. O -0.051
2. H 0.077
3. H 0.154
4. H 0.081
5. N 0.190
6. C -0.215

Of them, arrangement B has the highest stability.

Arrangement A

CH9N2O | wB97M-V/def2-TZVPD

Geometry (Å):
N  0.93830  -1.65609  1.05166
H  1.77199  -1.28329  1.50075
H  0.39925  -2.06875  1.88391
H  -0.40677  -0.90823  0.05978
H  1.43099  -2.39607  0.54396
N  -0.74631  -0.14542  -0.60928
C  -0.26886  1.19768  -0.25275
O  -0.41759  2.04900  -1.35281
H  -1.77323  -0.12028  -0.71369
H  -0.49244  -0.29159  -1.59978
H  -0.85271  1.49873  0.63209
H  0.82394  1.14696  -0.05206
H  -0.40655  2.97735  -1.09178

Calculated values
LUMO energy	-3.279	eV
HOMO energy	-0.5726	Ha
spin multiplicity	1
net charge	+1
orbital gap	12.302	eV

These are the Löwdin partial charges, in e, on atoms 1 to 6:
1. N 0.005
2. H 0.048
3. H 0.097
4. H 0.112
5. H 0.056
6. N 0.166

Arrangement B

CH9N2O | wB97M-V/def2-TZVPD

Geometry (Å):
O  2.73807  -0.32318  -0.17823
H  3.19091  -0.97874  -0.81146
H  0.93606  -0.04911  -0.34210
H  3.25857  -0.63284  0.58734
N  0.09661  0.72589  -0.09953
C  -1.51738  0.41004  -0.11876
N  -1.89744  -0.78292  0.34384
H  0.13982  1.37443  -0.92774
H  0.40049  0.95761  0.83832
H  -1.85078  0.61536  -1.08645
H  -1.81331  1.26519  0.49431
H  -2.24861  -0.96694  1.27667
H  -1.43302  -1.61480  0.02380

Calculated values
LUMO energy	-3.398	eV
HOMO energy	-0.5316	Ha
spin multiplicity	1
net charge	+1
orbital gap	11.068	eV

These are the Löwdin partial charges, in e, on atoms 1 to 6:
1. O -0.085
2. H 0.118
3. H 0.175
4. H 0.076
5. N 0.134
6. C -0.226

Of them, arrangement A has the highest stability.